Entry 1:
DFT (the ωB97M-V functional and the def2-TZVPD basis) results for 2 unconnected molecules or ions with the total composition C21H47NO5PS2.

LUMO energy = -2.14 eV
E_tot = -2396.5827 Ha
frontier orbital gap = 9.7 eV

ORCA input file:
```
! RIJCOSX wB97M-V def2-TZVPD def2/J DEFGRID3
* xyz 1 1
C 0.30 -6.50 -1.28
S -0.61 -5.11 -2.19
O 0.40 -3.89 -2.21
O -0.91 -5.43 -3.67
C -2.13 -4.47 -1.22
N -1.55 -3.39 -0.29
C -2.74 -5.62 -0.22
C -3.49 -6.87 -0.99
C -4.87 -6.20 -1.67
S -4.28 -4.79 -2.74
O -5.54 -3.89 -3.00
O -3.91 -5.37 -4.15
O -3.11 -3.77 -2.06
H 0.44 -6.17 -0.15
H -0.21 -7.55 -1.40
H 1.40 -6.54 -1.74
H -2.39 -2.94 0.15
H -1.06 -3.98 0.46
H -3.57 -5.10 0.44
H -1.88 -6.02 0.46
H -3.81 -7.68 -0.18
H -2.81 -7.40 -1.80
H -5.62 -5.91 -0.82
H -5.40 -7.08 -2.28
C 3.76 5.59 1.41
C 3.96 4.22 0.79
C 3.17 4.03 -0.51
C 1.67 3.78 -0.33
P 1.13 2.17 0.17
C 1.96 0.99 -0.92
C 1.89 1.14 -2.44
C 0.57 0.79 -3.13
C -0.04 -0.54 -2.74
C -0.60 1.97 -0.16
C -1.68 2.78 0.53
C -1.94 2.48 2.00
C -2.04 1.00 2.35
C 1.67 1.61 1.77
C 1.30 2.16 3.14
C 1.25 3.68 3.31
C 2.38 4.22 4.17
H 2.71 5.80 1.62
H 4.31 5.66 2.36
H 4.13 6.38 0.75
H 3.71 3.44 1.51
H 5.03 4.10 0.57
H 3.62 3.20 -1.06
H 3.31 4.93 -1.13
H 1.22 3.94 -1.32
H 1.23 4.56 0.30
H 1.66 -0.02 -0.63
H 3.03 1.04 -0.65
H 2.66 0.48 -2.87
H 2.17 2.15 -2.72
H 0.74 0.78 -4.22
H -0.15 1.59 -2.98
H 0.57 -1.37 -3.11
H -1.04 -0.64 -3.17
H -0.15 -0.65 -1.66
H -0.85 0.90 -0.12
H -0.71 2.25 -1.20
H -2.62 2.60 -0.01
H -1.46 3.85 0.42
H -2.86 2.98 2.31
H -1.15 2.95 2.58
H -2.94 0.56 1.93
H -2.08 0.88 3.44
H -1.18 0.42 2.00
H 2.77 1.57 1.73
H 1.38 0.55 1.80
H 1.99 1.74 3.87
H 0.33 1.75 3.43
H 0.32 3.96 3.81
H 1.23 4.19 2.35
H 2.27 3.88 5.21
H 2.36 5.31 4.17
H 3.36 3.88 3.81
*
```

Entry 2:
DFT (the ωB97M-V functional and the def2-TZVPD basis) results for 5 unconnected molecules or ions with the total composition C21H47O17P2.

LUMO energy (alpha / beta) = 0.58 / -2.52 eV
E_tot = -2790.2607 Ha
frontier orbital gap (alpha / beta) = 10.7 / 7.6 eV

ORCA input file:
```
! RIJCOSX wB97M-V def2-TZVPD def2/J DEFGRID3
* xyz 0 2
O 1.60 -1.08 0.01
C 0.89 -1.15 1.15
O -0.37 -1.09 1.25
O 1.42 -1.22 2.26
H 2.53 -1.12 0.25
C -0.54 6.20 3.83
C 0.17 5.09 2.97
O -0.26 3.88 3.48
P 0.43 2.50 2.96
O -0.27 1.25 3.31
O 0.58 2.75 1.35
C -0.48 2.51 0.47
C 0.08 2.60 -0.96
O 1.90 2.62 3.58
C 2.75 1.46 3.63
C 3.70 1.61 4.78
H -0.47 7.17 3.33
H -1.61 6.01 3.88
H -0.15 6.30 4.84
H -0.21 5.33 1.98
H 1.26 5.10 2.91
H -1.04 1.59 0.66
H -1.18 3.34 0.64
H -0.64 2.40 -1.75
H 0.55 3.57 -1.11
H 0.82 1.79 -1.03
H 2.03 0.68 3.90
H 3.24 1.28 2.67
H 4.31 2.51 4.73
H 3.27 1.63 5.79
H 4.51 0.89 4.88
C -2.88 -0.79 -1.04
C -3.67 -1.50 0.08
O -3.56 -2.88 -0.07
P -3.09 -3.73 1.26
O -2.54 -2.97 2.40
O -1.92 -4.67 0.56
C -0.93 -4.16 -0.33
C -1.15 -4.69 -1.75
O -4.30 -4.68 1.59
C -5.41 -4.27 2.35
C -6.67 -5.10 1.92
H -3.26 -0.91 -2.05
H -2.89 0.29 -0.87
H -1.81 -1.03 -0.97
H -3.18 -1.11 0.97
H -4.70 -1.17 0.22
H -1.02 -3.07 -0.33
H 0.03 -4.41 0.12
H -1.26 -5.77 -1.70
H -2.12 -4.25 -2.00
H -0.39 -4.42 -2.49
H -5.27 -4.28 3.43
H -5.70 -3.23 2.21
H -6.87 -4.97 0.86
H -6.48 -6.15 2.15
H -7.56 -4.72 2.41
C 4.69 2.40 -1.96
C 4.81 0.95 -1.54
O 5.22 1.04 -0.18
C 4.89 -0.03 0.65
O 4.30 -1.09 0.35
O 5.50 0.25 1.90
C 5.43 -0.80 2.84
H 5.64 2.88 -1.71
H 3.83 2.93 -1.54
H 4.83 2.42 -3.04
H 5.65 0.46 -2.03
H 3.91 0.35 -1.64
H 5.94 -1.72 2.54
H 4.43 -0.98 3.23
H 6.01 -0.47 3.70
C -2.24 0.51 -7.86
C -1.77 1.07 -6.52
O -1.64 0.02 -5.57
C -0.85 0.29 -4.48
O -0.57 1.41 -4.05
O -0.34 -0.90 -4.07
C 0.47 -0.89 -2.92
H -1.61 -0.25 -8.34
H -2.31 1.29 -8.62
H -3.23 0.06 -7.83
H -2.46 1.85 -6.20
H -0.87 1.64 -6.76
H 0.07 -0.36 -2.06
H 1.28 -0.22 -3.21
H 0.81 -1.89 -2.63
*
```

Entry 3:
DFT (the ωB97M-V functional and the def2-TZVPD basis) results for a molecular structure, C21H48AlF4N5O24PS4.

LUMO energy = -9.94 eV
E_tot = -5483.6822 Ha
frontier orbital gap = 1.5 eV

ORCA input file:
```
! RIJCOSX wB97M-V def2-TZVPD def2/J DEFGRID3
* xyz 1 1
Al -4.58 17.79 6.25
N -3.77 16.06 2.34
S -2.66 16.20 1.31
O -2.93 17.09 0.18
O -1.79 15.06 0.97
F -1.68 16.97 2.32
S -4.69 15.06 1.29
O -4.41 13.61 1.31
O -5.23 15.73 0.10
F -6.00 15.29 2.29
N -7.63 16.85 9.02
S -9.08 15.87 8.82
O -10.34 16.60 8.66
O -9.03 14.51 9.32
F -8.78 15.52 7.18
S -8.11 17.03 10.45
O -7.65 16.10 11.50
O -9.08 18.04 10.81
F -6.89 18.04 10.68
O -8.91 19.46 4.39
P -10.26 19.78 3.90
N -10.25 21.13 2.86
C -11.43 21.40 1.95
C -9.44 22.31 3.13
N -11.26 20.23 5.14
C -10.77 20.99 6.28
C -12.70 20.55 4.85
N -11.04 18.49 3.07
C -11.72 17.38 3.78
C -10.62 18.13 1.70
H -12.32 21.77 2.45
H -11.83 20.51 1.45
H -11.17 22.03 1.09
H -8.38 22.12 3.33
H -9.88 22.89 3.93
H -9.44 23.01 2.29
H -9.86 20.56 6.69
H -10.59 22.01 5.94
H -11.62 21.06 6.96
H -13.00 19.85 4.08
H -13.23 20.53 5.80
H -12.86 21.58 4.52
H -11.94 17.70 4.80
H -12.60 17.13 3.19
H -11.11 16.48 3.72
H -11.38 18.55 1.04
H -10.40 17.07 1.58
H -9.70 18.62 1.37
C -6.02 26.07 6.43
O -5.75 24.73 6.27
C -5.80 23.76 7.22
O -5.44 22.61 7.04
O -6.30 24.34 8.31
C -6.56 23.55 9.51
H -6.33 26.33 5.42
H -5.12 26.67 6.54
H -6.87 26.17 7.09
H -7.49 23.00 9.34
H -6.68 24.20 10.38
H -5.73 22.86 9.63
C 0.82 15.16 11.86
O -0.26 15.63 10.94
C -1.29 16.39 11.32
O -2.18 16.69 10.52
O -1.23 16.67 12.69
C -2.21 17.52 13.23
H 1.25 16.03 12.36
H 1.56 14.62 11.26
H 0.38 14.47 12.58
H -2.06 17.58 14.30
H -3.21 17.14 13.03
H -2.24 18.55 12.87
C -14.56 15.42 12.61
O -13.90 14.15 12.80
C -12.55 14.13 12.92
O -11.80 15.10 12.90
O -12.19 12.82 13.11
C -10.79 12.45 13.32
H -15.62 15.26 12.43
H -14.16 16.02 11.80
H -14.43 16.12 13.43
H -10.39 12.98 14.19
H -10.07 12.81 12.59
H -10.77 11.40 13.61
C -4.58 12.21 9.78
O -5.41 11.51 8.81
C -5.61 11.90 7.53
O -5.09 12.93 6.99
O -6.36 10.88 6.89
C -6.45 10.92 5.54
H -5.20 12.74 10.50
H -3.97 12.92 9.21
H -4.04 11.48 10.37
H -6.72 9.93 5.19
H -5.53 11.19 5.03
H -7.14 11.66 5.14
C -6.32 22.34 15.75
O -7.46 21.52 16.20
C -7.81 20.25 15.85
O -7.16 19.44 15.20
O -9.02 20.06 16.36
C -9.86 19.06 15.82
H -5.65 21.72 15.16
H -5.73 22.78 16.55
H -6.64 23.20 15.16
H -10.02 19.34 14.77
H -10.87 19.04 16.23
H -9.44 18.06 15.94
*
```

Entry 4:
DFT (the ωB97M-V functional and the def2-TZVPD basis) results for 4 unconnected molecules or ions with the total composition C21H48BN3O8.

LUMO energy = 0.35 eV
E_tot = -1619.9142 Ha
frontier orbital gap = 9.2 eV
SMILES = C=C[C@]1(B(N)O)C[C@H](CCCN)NC1=O.COCCOC.COCCOC.COCCOC

ORCA input file:
```
! RIJCOSX wB97M-V def2-TZVPD def2/J DEFGRID3
* xyz 0 1
C 1.48 1.00 1.10
C 0.93 2.20 1.23
C 0.01 2.86 0.22
B 0.94 3.19 -1.03
N 1.52 4.50 -1.21
O 1.28 2.16 -1.87
C -0.80 4.04 0.82
C -2.20 3.72 0.32
C -3.35 4.57 0.81
C -4.76 4.06 0.46
C -4.90 3.38 -0.91
N -6.30 3.46 -1.37
N -2.34 2.26 0.57
C -1.11 1.84 -0.09
O -1.05 0.89 -0.80
H 1.31 0.40 0.21
H 2.11 0.58 1.87
H 1.15 2.77 2.13
H 1.83 4.67 -2.16
H 0.96 5.28 -0.91
H 2.09 2.37 -2.35
H -0.74 3.96 1.91
H -0.46 5.03 0.52
H -2.13 3.83 -0.77
H -3.22 5.57 0.37
H -3.27 4.71 1.89
H -5.46 4.90 0.47
H -5.07 3.35 1.23
H -4.60 2.34 -0.82
H -4.22 3.84 -1.64
H -6.37 4.04 -2.20
H -6.62 2.55 -1.65
H -2.13 2.16 1.57
C 3.21 -4.36 2.29
O 4.61 -4.34 2.44
C 5.23 -3.20 1.87
C 5.55 -2.14 2.89
O 4.38 -1.60 3.49
C 4.08 -2.15 4.76
H 2.82 -5.11 2.98
H 2.76 -3.39 2.53
H 2.92 -4.64 1.27
H 4.60 -2.78 1.08
H 6.17 -3.53 1.41
H 6.07 -1.32 2.39
H 6.22 -2.55 3.66
H 4.73 -1.72 5.53
H 4.19 -3.24 4.76
H 3.05 -1.90 4.99
C 2.37 -2.62 -4.82
O 3.78 -2.62 -4.68
C 4.41 -1.50 -5.27
C 4.75 -0.43 -4.25
O 3.59 0.13 -3.66
C 3.27 -0.42 -2.39
H 1.97 -3.35 -4.11
H 1.94 -1.64 -4.58
H 2.07 -2.91 -5.83
H 3.79 -1.08 -6.06
H 5.34 -1.86 -5.73
H 5.28 0.38 -4.76
H 5.41 -0.85 -3.48
H 3.92 0.00 -1.62
H 3.35 -1.51 -2.38
H 2.24 -0.14 -2.17
C -3.29 -0.93 0.79
O -3.83 -1.37 2.04
C -5.24 -1.45 2.05
C -5.75 -2.86 1.83
O -5.42 -3.35 0.54
C -4.27 -4.18 0.52
H -2.23 -1.17 0.79
H -3.77 -1.44 -0.05
H -3.42 0.15 0.68
H -5.67 -0.78 1.30
H -5.58 -1.11 3.04
H -6.84 -2.86 1.91
H -5.35 -3.52 2.61
H -4.50 -5.17 0.91
H -3.45 -3.74 1.10
H -3.96 -4.27 -0.52
*
```